1.
DFT (ωB97M-V with the def2-TZVPD basis set) results for an isolated molecule of C2H4N4 in a non-equilibrium geometry.

maximum force = 1.57 eV/A
Kohn-Sham gap = 8.523 eV
LUMO energy = -0.899 eV
calculated total energy = -8096.220 eV
HOMO level = -9.42 eV
molecular weight = 84.082 g/mol

ORCA input file:
```
! RIJCOSX wB97M-V def2-TZVPD def2/J DEFGRID3
* xyz 0 1
N 2.06 0.07 -0.22
C 0.71 -0.25 -0.21
N 0.14 -1.42 -0.07
N -1.74 -0.68 0.14
C -1.34 0.54 -0.05
N -0.10 0.83 -0.35
H 2.20 1.06 -0.02
H 2.78 -0.53 0.16
H -2.70 -0.76 0.53
H -2.00 1.39 0.07
*
```

---

2.
DFT (ωB97M-V with the def2-TZVPD basis set) results for an isolated molecule of C2H4N4 in a non-equilibrium geometry.

maximum force = 1.51 eV/A
Kohn-Sham gap = 9.865 eV
LUMO energy = 0.992 eV
SMILES = Nc1nc[nH]n1
calculated total energy = -8098.827 eV
HOMO level = -8.87 eV
molecular weight = 84.082 g/mol

ORCA input file:
```
! RIJCOSX wB97M-V def2-TZVPD def2/J DEFGRID3
* xyz 0 1
N 1.99 -0.03 -0.24
C 0.61 -0.21 -0.16
N -0.15 -1.28 0.07
N -1.45 -0.68 0.11
C -1.31 0.62 -0.10
N -0.07 0.97 -0.32
H 2.19 0.95 -0.02
H 2.64 -0.66 0.20
H -2.34 -1.02 0.48
H -2.11 1.34 -0.02
*
```

---

3.
DFT (ωB97M-V with the def2-TZVPD basis set) results for a cluster of 2 separate species, C2H4N4 in total in a non-equilibrium geometry.

maximum force = 1.72 eV/A
Kohn-Sham gap = 7.969 eV
LUMO energy = -0.642 eV
calculated total energy = -8092.570 eV
HOMO level = -8.61 eV
molecular weight = 84.082 g/mol

ORCA input file:
```
! RIJCOSX wB97M-V def2-TZVPD def2/J DEFGRID3
* xyz 0 1
C 0.33 -0.10 1.40
N -0.02 -0.03 -0.18
C 0.57 -0.61 -1.13
N -1.01 0.53 -2.58
N -1.61 1.08 -1.82
N -0.99 0.77 0.11
H 0.28 -1.17 1.60
H -0.33 0.45 2.08
H 1.34 0.30 1.44
H 1.44 -1.22 -0.91
*
```

---

4.
DFT (ωB97M-V with the def2-TZVPD basis set) results for an isolated molecule of C2H4N4 in a non-equilibrium geometry.

maximum force = 1.04 eV/A
Kohn-Sham gap = 10.446 eV
LUMO energy = 0.510 eV
SMILES = [H]/N=c1\cn[nH][nH]1
calculated total energy = -8095.633 eV
HOMO level = -9.94 eV
molecular weight = 84.082 g/mol

ORCA input file:
```
! RIJCOSX wB97M-V def2-TZVPD def2/J DEFGRID3
* xyz 0 1
N 1.15 -0.98 -0.63
C 0.68 -0.13 0.18
C -0.46 -0.27 1.16
N -1.44 0.37 0.66
N -0.93 1.02 -0.55
N 0.49 1.21 -0.23
H -0.85 0.19 -1.19
H 0.92 -1.93 -0.36
H -0.52 -0.85 2.07
H 0.97 1.39 -1.11
*
```